1.
C3H5N3 | ωB97M-V/def2-TZVPD

Computed properties:
Electronic energy: -7658.8595 eV
ΔE to the lowest compared entry with this formula, charge and spin: 82.9 kcal/mol
Largest force on an atom: 0.4 eV/Å

The geometry in ORCA input format:
```
! wB97M-V def2-TZVPD RIJCOSX def2/J DEFGRID3
* xyz 0 1
C -1.19 -0.42 -0.23
N 0.02 0.60 0.81
C 0.80 1.29 -0.06
N 1.67 0.52 -0.70
N 1.50 -0.74 -0.29
C 0.49 -0.70 0.59
H -0.84 -0.35 -1.26
H -1.95 0.31 0.02
H -1.54 -1.42 0.04
H 0.71 2.35 -0.21
H 0.30 -1.50 1.29
*
```

2.
C43H57AsN4O5PPbS | ωB97M-V/def2-TZVPD

Computed properties:
Electronic energy: -147902.2377 eV
ΔE to the lowest compared entry with this formula, charge and spin: 59.9 kcal/mol
Largest force on an atom: 2.6 eV/Å

The geometry in ORCA input format:
```
! wB97M-V def2-TZVPD RIJCOSX def2/J DEFGRID3
* xyz 3 1
Pb 0.58 0.95 -0.90
C -2.05 -1.72 -3.83
C -1.19 -2.70 -4.25
C 0.18 -2.53 -4.02
C 0.58 -1.44 -3.24
N -0.29 -0.51 -2.79
C -1.59 -0.66 -3.07
C 1.99 -1.34 -2.80
C 2.99 -1.96 -3.51
C 4.24 -2.03 -2.97
C 4.48 -1.47 -1.72
C 3.44 -0.75 -1.12
N 2.22 -0.65 -1.66
C 3.63 -0.10 0.20
C 4.80 -0.29 0.94
C 4.90 0.27 2.23
C 3.86 1.08 2.68
C 2.79 1.28 1.81
N 2.63 0.68 0.63
H -3.06 -1.87 -4.12
H -1.55 -3.54 -4.85
H 0.83 -3.30 -4.45
H -2.24 0.13 -2.77
H 2.73 -2.33 -4.47
H 5.05 -2.51 -3.47
H 5.47 -1.51 -1.26
H 5.60 -0.93 0.60
H 5.74 0.00 2.84
H 3.87 1.48 3.75
H 2.04 2.00 2.08
O -2.93 3.04 -4.41
C -2.08 3.01 -3.44
O -1.12 2.27 -3.47
C -2.43 3.87 -2.25
C -3.51 4.83 -2.16
C -3.66 5.53 -1.01
C -2.80 5.29 0.05
C -1.73 4.38 -0.14
N -1.61 3.68 -1.25
C -0.77 4.13 0.95
O -1.11 4.55 2.12
O 0.30 3.52 0.83
H -2.70 2.31 -4.97
H -4.16 4.99 -3.01
H -4.46 6.26 -0.86
H -2.86 5.81 1.00
C 2.79 6.95 -3.41
As 3.91 5.36 -3.13
C 4.43 4.92 -1.29
C 5.49 5.51 -4.18
S 2.56 3.79 -3.79
H 3.22 7.83 -2.98
H 1.85 6.69 -2.92
H 2.74 6.97 -4.51
H 5.05 5.73 -0.91
H 5.01 4.00 -1.34
H 3.52 4.85 -0.71
H 6.18 6.07 -3.56
H 5.23 6.04 -5.12
H 6.02 4.57 -4.38
O -0.12 -0.70 0.31
P -1.23 -1.34 1.13
C -1.62 -2.92 0.34
C -2.60 -3.98 1.04
C -1.89 -5.31 1.30
C -1.36 -5.98 0.01
C -0.72 -4.91 -0.90
C -0.33 -3.62 -0.20
C -2.67 -0.25 0.89
C -2.53 1.17 1.53
C -2.91 1.16 3.02
C -4.23 0.44 3.36
C -4.44 -0.92 2.66
C -4.07 -0.79 1.15
C -0.55 -1.46 2.83
C 0.97 -1.94 2.71
C 1.31 -3.28 3.36
C 0.81 -3.42 4.82
C -0.46 -2.64 5.08
C -1.31 -2.38 3.86
H -2.17 -2.48 -0.52
H -3.46 -4.12 0.40
H -3.05 -3.59 1.96
H -2.59 -5.93 1.83
H -1.07 -5.23 2.02
H -2.16 -6.48 -0.55
H -0.63 -6.76 0.31
H -1.49 -4.70 -1.65
H 0.15 -5.39 -1.46
H 0.23 -2.99 -0.91
H 0.33 -3.87 0.64
H -2.58 -0.17 -0.18
H -3.22 1.79 1.01
H -1.51 1.57 1.44
H -2.97 2.20 3.31
H -2.02 0.72 3.57
H -5.10 1.02 3.04
H -4.27 0.36 4.45
H -5.48 -1.22 2.80
H -3.90 -1.74 3.17
H -4.68 -0.05 0.64
H -4.25 -1.74 0.63
H -0.56 -0.39 3.06
H 1.56 -1.18 3.25
H 1.33 -1.92 1.68
H 2.38 -3.49 3.34
H 0.80 -4.08 2.82
H 1.61 -3.05 5.44
H 0.74 -4.48 5.09
H -0.22 -1.68 5.48
H -1.09 -3.15 5.85
H -2.24 -1.87 4.12
H -1.57 -3.33 3.36
*
```

3.
C3H3ClF2 | ωB97M-V/def2-TZVPD

Computed properties:
Structure (SMILES): C=CC(F)(F)Cl
Electronic energy: -21116.0413 eV
ΔE to the lowest compared entry with this formula, charge and spin: 11.9 kcal/mol
Largest force on an atom: 3.7 eV/Å

The geometry in ORCA input format:
```
! wB97M-V def2-TZVPD RIJCOSX def2/J DEFGRID3
* xyz 0 1
C 0.73 0.88 -0.84
C 0.18 -0.27 -0.55
C -0.42 -0.43 0.81
F -0.26 0.58 1.67
F -0.10 -1.62 1.40
Cl -2.15 -0.57 0.73
H 0.67 1.84 -0.31
H 1.17 0.80 -1.85
H 0.18 -1.19 -1.05
*
```

4.
C20H70N12O15 | ωB97M-V/def2-TZVPD

Computed properties:
Electronic energy: -70464.7756 eV
ΔE to the lowest compared entry with this formula, charge and spin: 27.0 kcal/mol
Largest force on an atom: 9.1 eV/Å

The geometry in ORCA input format:
```
! wB97M-V def2-TZVPD RIJCOSX def2/J DEFGRID3
* xyz 0 1
C -10.37 14.15 5.82
C -10.83 13.09 4.91
O -10.90 13.80 3.71
H -11.05 14.95 6.03
H -9.54 14.60 5.46
H -10.09 13.76 6.76
H -11.75 12.55 5.20
H -10.11 12.28 4.86
H -11.67 14.38 3.62
C -5.04 12.92 6.64
C -5.84 13.38 5.43
O -7.14 13.02 5.74
H -5.13 11.85 6.73
H -5.46 13.28 7.58
H -3.99 13.17 6.60
H -5.57 12.86 4.54
H -5.78 14.45 5.34
H -7.76 13.59 5.22
C -9.50 11.31 7.87
C -8.28 11.40 8.67
O -8.60 11.08 9.97
H -9.32 11.74 6.87
H -10.25 11.98 8.18
H -9.90 10.28 7.70
H -7.89 12.44 8.63
H -7.53 10.70 8.22
H -8.28 11.82 10.49
C -1.74 14.48 9.05
C -3.13 14.05 9.42
O -3.13 12.63 9.60
H -0.98 14.37 9.79
H -1.68 15.54 8.77
H -1.32 13.96 8.24
H -3.86 14.33 8.64
H -3.43 14.56 10.30
H -4.02 12.43 9.95
C -6.61 15.08 9.55
C -6.54 15.56 8.12
O -7.59 14.94 7.42
H -7.46 15.55 10.00
H -5.72 15.45 10.09
H -6.71 14.05 9.55
H -5.60 15.50 7.61
H -6.61 16.66 8.05
H -7.26 14.07 7.12
C -7.94 16.32 4.19
O -7.79 14.96 3.92
N -7.89 16.79 5.41
N -8.11 17.23 3.28
H -7.68 16.13 6.18
H -7.82 17.79 5.68
H -8.21 16.93 2.28
H -7.82 18.18 3.54
C -3.52 9.97 4.33
O -2.91 10.98 5.07
N -4.13 10.21 3.26
N -3.53 8.71 4.65
H -4.07 11.12 2.87
H -4.60 9.56 2.71
H -2.91 8.54 5.43
H -3.86 7.99 4.11
C -8.18 11.63 1.92
O -7.98 10.47 1.20
N -7.27 12.48 2.25
N -9.38 12.06 2.31
H -6.27 12.15 2.24
H -7.50 13.27 2.93
H -10.13 11.40 2.13
H -9.77 12.95 2.62
C -4.74 8.71 9.90
O -5.61 7.72 10.26
N -3.70 9.08 10.55
N -4.74 9.35 8.76
H -3.64 8.65 11.53
H -2.83 9.26 10.03
H -5.22 8.85 7.99
H -3.96 10.01 8.47
C -1.95 9.68 7.84
O -1.86 8.76 6.84
N -1.34 9.61 8.98
N -2.61 10.82 7.72
H -0.84 8.72 9.23
H -1.13 10.43 9.62
H -2.79 11.02 6.75
H -2.67 11.57 8.45
C -3.55 13.23 1.10
O -4.22 12.59 2.14
N -4.09 13.90 0.17
N -2.27 13.16 1.05
H -5.15 13.80 0.10
H -3.70 14.37 -0.70
H -1.87 12.89 1.95
H -1.72 13.82 0.51
C -5.00 15.62 2.66
O -4.08 16.25 1.82
H -5.14 16.38 3.51
H -4.58 14.79 3.14
H -6.01 15.47 2.28
H -4.17 15.69 1.06
C -1.99 14.16 4.78
O -1.29 13.68 3.66
H -1.53 14.98 5.29
H -2.04 13.30 5.44
H -2.90 14.57 4.43
H -0.51 13.22 3.94
C -3.84 16.78 6.04
O -2.78 17.12 6.86
H -4.76 17.02 6.44
H -3.89 15.70 5.95
H -3.61 17.25 5.11
H -3.05 16.85 7.77
C -7.96 10.03 4.85
O -7.14 8.95 4.38
H -7.69 10.96 4.48
H -8.08 10.09 5.95
H -8.95 9.85 4.43
H -6.63 8.53 5.07
*
```

5.
C5H6OS2 | ωB97M-V/def2-TZVPD

Computed properties:
Structure (SMILES): C=C[C@H]1OCC(=S)S1
Electronic energy: -28996.1467 eV
ΔE to the lowest compared entry with this formula, charge and spin: 87.8 kcal/mol
Largest force on an atom: 5.5 eV/Å

The geometry in ORCA input format:
```
! wB97M-V def2-TZVPD RIJCOSX def2/J DEFGRID3
* xyz 0 1
C 2.16 -0.46 0.66
C 1.35 0.70 0.53
C 0.42 0.84 -0.51
O -0.04 -0.47 -1.06
C -1.23 -0.89 -0.47
C -2.19 0.31 -0.11
S -3.73 -0.01 0.37
S -1.15 1.73 -0.22
H 2.56 -1.06 -0.40
H 2.79 -0.59 1.67
H 1.13 1.52 1.26
H 0.89 1.58 -1.12
H -1.85 -1.60 -1.15
H -1.11 -1.59 0.54
*
```

6.
C11H23Cl6N3O3 | ωB97M-V/def2-TZVPD

Computed properties:
Expectation value of S²: 0.76
Electronic energy: -97517.2318 eV
Largest force on an atom: 3.7 eV/Å

The geometry in ORCA input format:
```
! wB97M-V def2-TZVPD RIJCOSX def2/J DEFGRID3
* xyz 1 2
C -1.15 3.98 0.43
O -1.37 5.22 0.29
N -1.75 3.12 -0.39
C -1.31 1.72 -0.32
C -2.65 3.57 -1.51
H -0.63 3.45 1.25
H -0.60 1.50 0.47
H -0.94 1.45 -1.31
H -2.14 1.03 -0.16
H -3.68 3.24 -1.61
H -2.80 4.65 -1.47
H -2.18 3.39 -2.48
C -1.46 1.11 3.38
O -0.32 1.45 3.08
N -1.78 -0.06 4.03
C -3.09 -0.58 4.02
C -0.73 -0.86 4.69
H -2.32 1.70 3.03
H -3.81 0.21 3.78
H -3.40 -1.00 4.98
H -3.01 -1.27 3.19
H -1.15 -1.11 5.67
H -0.75 -1.80 4.15
H 0.17 -0.25 4.77
C 2.79 -0.06 -1.38
O 1.59 -0.27 -1.54
N 3.79 -0.87 -1.90
C 5.17 -0.39 -1.83
C 3.68 -2.08 -2.76
H 3.24 0.76 -0.81
H 5.86 -1.21 -2.04
H 5.33 0.00 -0.82
H 5.36 0.22 -2.71
H 2.66 -2.45 -2.66
H 3.80 -1.71 -3.78
H 4.33 -2.88 -2.42
C -0.73 -1.70 -3.82
Cl -2.47 -1.75 -4.32
Cl 0.38 -1.44 -5.18
Cl -0.21 -3.24 -3.06
H -0.51 -0.94 -3.07
C -0.17 -2.76 0.37
Cl -0.58 -4.46 0.35
Cl 0.89 -2.23 1.71
Cl -1.63 -1.83 0.33
H 0.30 -2.60 -0.60
*
```